ORCA calculation (ωB97M-V with the def2-TZVPD basis set) on 11 unconnected molecules or ions with the total composition C54H55N11 at a distorted geometry.

The geometry in XYZ format:
```
120
Properties=species:S:1:pos:R:3:mulliken_charge:R:1
N -1.754 0.298 -5.959 0.046
C -0.506 -0.294 -5.919 -0.747
C -0.248 -0.649 -4.624 -0.450
C -1.362 -0.266 -3.847 0.209
C -2.283 0.283 -4.692 -1.025
H -2.231 0.569 -6.795 0.197
H 0.033 -0.430 -6.842 0.425
H 0.653 -1.108 -4.250 0.536
H -1.487 -0.441 -2.790 0.365
H -3.299 0.616 -4.548 0.449
N -1.038 -0.258 5.713 -0.655
C -1.308 -1.555 5.676 -0.276
C -0.710 -2.412 4.764 -0.557
C 0.134 -1.897 3.793 0.293
C 0.379 -0.533 3.816 -0.032
C -0.174 0.243 4.831 -0.682
H -2.005 -1.977 6.391 0.406
H -0.935 -3.472 4.718 0.375
H 0.452 -2.524 2.969 0.143
H 1.018 -0.069 3.073 0.551
H 0.049 1.300 4.907 0.438
N 6.109 1.319 -1.406 -0.456
C 6.957 2.335 -1.556 -0.342
C 6.907 3.440 -0.718 -0.447
C 5.914 3.524 0.239 -0.405
C 5.023 2.470 0.392 -0.583
C 5.177 1.377 -0.462 0.505
H 7.679 2.230 -2.355 0.396
H 7.660 4.210 -0.830 0.372
H 5.840 4.376 0.903 0.465
H 4.218 2.394 1.110 0.391
H 4.535 0.504 -0.413 0.203
N 3.690 -1.873 0.359 0.412
C 4.955 -2.291 0.200 -0.471
C 5.480 -3.400 0.843 -0.556
C 4.700 -4.048 1.805 -0.740
C 3.430 -3.583 2.027 -0.405
C 2.940 -2.546 1.210 0.151
H 5.670 -1.736 -0.398 0.321
H 6.492 -3.635 0.539 0.446
H 5.080 -4.926 2.312 0.390
H 2.826 -4.045 2.796 0.458
H 1.915 -2.206 1.316 -0.048
N 0.408 -5.310 0.776 -0.595
C -0.513 -4.402 1.097 -0.594
C -0.955 -3.436 0.205 0.064
C -0.427 -3.370 -1.071 -0.458
C 0.523 -4.321 -1.408 -0.430
C 0.892 -5.286 -0.472 -0.585
H -0.919 -4.461 2.099 0.599
H -1.733 -2.741 0.495 0.511
H -0.643 -2.589 -1.789 0.661
H 1.007 -4.415 -2.373 0.552
H 1.609 -6.058 -0.716 0.410
N 4.331 -4.225 -5.115 -0.610
C 3.905 -3.001 -5.447 -0.290
C 3.518 -2.047 -4.533 -0.749
C 3.457 -2.438 -3.202 0.288
C 3.852 -3.709 -2.811 -0.430
C 4.290 -4.557 -3.827 -0.563
H 3.921 -2.757 -6.504 0.361
H 3.261 -1.054 -4.875 0.490
H 3.014 -1.832 -2.416 0.626
H 3.765 -4.013 -1.778 0.481
H 4.611 -5.581 -3.660 0.376
N -1.211 1.048 0.951 0.723
C -0.248 1.907 1.272 -0.860
C 1.103 1.772 0.906 -0.546
C 1.450 0.677 0.144 0.592
C 0.454 -0.207 -0.255 -0.179
C -0.841 0.026 0.167 -0.576
H -0.466 2.716 1.961 0.397
H 1.793 2.540 1.227 0.203
H 2.482 0.543 -0.148 -0.272
H 0.683 -1.057 -0.878 -0.072
H -1.667 -0.573 -0.200 0.460
N -3.829 -2.233 1.529 -0.297
C -5.073 -2.564 1.891 -0.370
C -5.685 -2.153 3.069 -0.636
C -4.991 -1.312 3.917 -0.676
C -3.710 -0.907 3.528 -0.821
C -3.190 -1.378 2.341 0.748
H -5.531 -3.315 1.258 0.468
H -6.649 -2.577 3.316 0.408
H -5.382 -0.938 4.854 0.472
H -3.211 -0.166 4.137 0.762
H -2.187 -1.088 2.057 -0.102
N 1.400 5.957 0.711 -0.600
C 2.403 5.829 -0.165 -0.356
C 2.270 5.275 -1.414 -0.201
C 1.018 4.826 -1.799 -0.537
C 0.003 4.814 -0.860 -0.126
C 0.224 5.395 0.385 -0.552
H 3.377 6.225 0.105 0.436
H 3.095 5.181 -2.109 0.403
H 0.817 4.437 -2.789 0.404
H -0.920 4.344 -1.178 0.434
H -0.522 5.480 1.166 0.724
N -6.148 0.927 -3.317 -0.597
C -5.874 -0.358 -3.001 -0.511
C -5.077 -0.688 -1.929 -0.309
C -4.489 0.331 -1.156 0.355
C -4.774 1.646 -1.460 -0.677
C -5.596 1.865 -2.567 -0.273
H -6.427 -1.058 -3.616 0.374
H -4.827 -1.690 -1.605 0.415
H -3.692 0.090 -0.465 0.350
H -4.319 2.430 -0.869 0.499
H -5.746 2.881 -2.922 0.354
N -2.966 4.613 2.280 -0.179
C -3.881 5.573 2.445 -0.249
C -5.100 5.370 3.067 -0.570
C -5.417 4.075 3.500 -0.381
C -4.450 3.102 3.353 -0.285
C -3.242 3.398 2.743 0.129
H -3.679 6.517 1.954 0.366
H -5.811 6.171 3.216 0.372
H -6.362 3.840 3.967 0.417
H -4.668 2.081 3.646 0.323
H -2.464 2.650 2.668 0.035
```

Its SMILES is c1cc[nH]c1.c1ccncc1.c1ccncc1.c1ccncc1.c1ccncc1.c1ccncc1.c1ccncc1.c1ccncc1.c1ccncc1.c1ccncc1.c1ccncc1. The largest force on an atom comes out at 1.26 eV Å⁻¹. The total energy is -2692.95574 Eh. The value obtained for the energy above the lowest of the compared OMol25 structures with the same formula, charge and spin is 0.00 kJ/mol.

***

ORCA calculation (ωB97M-V with the def2-TZVPD basis set) on a molecular structure, C54H57HoN7O3S5Si at a distorted geometry.

The geometry in XYZ format:
```
128
Properties=species:S:1:pos:R:3:mulliken_spin:R:1
Ho 0.824 0.963 1.149 4.071
C -1.861 -2.614 5.521 0.000
Si -0.661 -1.459 6.434 0.001
C -1.448 -0.926 8.151 0.000
C 1.133 -2.090 6.541 0.000
C -0.584 0.099 5.421 0.002
C -1.143 1.270 5.951 0.000
C -1.550 2.305 5.115 0.000
C -1.097 2.276 3.806 0.000
N -0.270 1.318 3.340 -0.014
C 0.001 0.193 4.113 -0.006
S 0.863 -1.066 3.366 -0.005
H -1.800 -3.633 5.942 0.000
H -1.669 -2.597 4.423 0.000
H -2.890 -2.276 5.624 0.000
H -1.557 -1.792 8.831 0.000
H -2.447 -0.502 7.995 0.000
H -0.811 -0.233 8.705 0.000
H 1.839 -1.347 6.086 0.000
H 1.226 -2.990 5.915 0.000
H 1.452 -2.327 7.555 0.000
H -1.300 1.391 7.013 0.000
H -2.176 3.159 5.443 0.000
H -1.367 3.090 3.106 0.001
N -1.013 0.852 -0.420 -0.004
S -1.181 0.569 -1.897 -0.003
N -1.308 -0.901 -2.747 -0.001
S -0.257 -1.954 -3.136 0.000
N 0.956 -2.519 -2.332 0.000
S 1.320 -2.299 -0.663 0.002
N 1.508 -0.919 -0.156 -0.008
C 2.769 -3.334 -0.852 -0.001
C 2.666 -4.674 -1.192 0.000
C 3.822 -5.413 -1.354 0.000
C 5.024 -4.933 -0.817 0.000
C 5.117 -3.579 -0.485 0.000
C 3.968 -2.759 -0.578 0.000
C 0.204 -3.362 0.271 0.001
C -1.146 -3.235 0.056 0.000
C -1.947 -4.329 0.265 0.000
C -1.374 -5.438 0.904 0.000
C -0.016 -5.476 1.234 0.000
C 0.784 -4.404 0.983 0.000
C -1.174 -3.423 -3.541 0.000
C -0.485 -4.500 -3.994 0.000
C -1.231 -5.583 -4.520 0.000
C -2.586 -5.629 -4.328 0.000
C -3.216 -4.623 -3.584 0.000
C -2.486 -3.540 -3.139 0.000
C 0.281 -1.647 -4.833 0.000
C 1.585 -1.327 -5.147 0.000
C 2.081 -1.732 -6.392 0.000
C 1.250 -2.196 -7.399 0.000
C -0.119 -2.115 -7.149 0.000
C -0.583 -1.645 -5.922 0.000
C -2.897 1.077 -2.327 -0.001
C -3.724 1.885 -1.585 0.000
C -4.799 2.460 -2.200 0.000
C -5.173 2.103 -3.473 0.000
C -4.436 1.147 -4.150 0.000
C -3.250 0.726 -3.611 0.000
C -0.149 1.553 -3.071 0.002
C -0.538 1.746 -4.423 -0.001
C 0.376 2.241 -5.287 0.000
C 1.676 2.655 -4.971 -0.001
C 2.027 2.331 -3.638 0.003
C 1.122 1.815 -2.692 0.016
H 1.697 -5.116 -1.354 0.000
H 3.764 -6.337 -1.903 0.000
H 5.902 -5.574 -0.714 0.000
H 6.045 -3.106 -0.132 0.000
H 4.070 -1.682 -0.329 0.000
H -1.537 -2.256 -0.275 0.001
H -2.993 -4.242 -0.031 0.000
H -2.018 -6.276 1.132 0.000
H 0.404 -6.391 1.706 0.000
H 1.869 -4.365 1.202 0.000
H 0.594 -4.560 -3.782 0.000
H -0.710 -6.325 -5.103 0.000
H -3.202 -6.423 -4.745 0.000
H -4.274 -4.693 -3.286 0.000
H -2.939 -2.747 -2.540 0.000
H 2.200 -0.868 -4.378 0.000
H 3.163 -1.659 -6.481 0.000
H 1.661 -2.413 -8.376 0.000
H -0.879 -2.335 -7.868 0.000
H -1.630 -1.470 -5.840 0.000
H -3.394 2.157 -0.580 0.000
H -5.262 3.323 -1.696 0.000
H -6.104 2.510 -3.902 0.000
H -4.680 0.793 -5.156 0.000
H -2.591 0.049 -4.181 0.000
H -1.608 1.736 -4.730 0.000
H 0.034 2.279 -6.314 0.000
H 2.360 3.118 -5.684 0.000
H 3.084 2.360 -3.296 0.000
H 1.481 1.602 -1.673 -0.016
O 3.548 0.007 2.322 0.000
H 4.472 0.398 2.389 0.000
H 3.639 -0.891 2.714 0.000
O -2.795 -0.896 3.089 0.000
H -3.723 -0.749 2.872 0.000
H -2.414 -0.870 2.196 0.000
O -2.567 4.763 1.752 0.000
H -2.921 4.742 2.653 0.000
H -2.836 5.660 1.513 0.000
H 1.681 0.962 -0.605 -0.032
S 3.174 7.115 1.825 0.000
C 2.714 5.427 1.638 0.002
C 2.359 5.064 0.317 -0.001
C 1.951 3.793 0.140 0.005
N 1.869 2.912 1.206 -0.011
C 2.360 3.258 2.438 0.003
C 2.685 4.565 2.694 0.000
C 1.751 7.637 2.595 0.000
C 1.541 7.244 3.901 0.000
C 0.440 7.806 4.534 0.000
N -0.387 8.679 3.931 0.000
C -0.147 8.959 2.628 0.000
C 0.853 8.431 1.904 0.000
H 2.377 5.759 -0.488 0.000
H 1.685 3.445 -0.832 -0.004
H 2.545 2.440 3.124 0.000
H 2.885 5.039 3.652 0.000
H 2.235 6.562 4.406 0.000
H 0.159 7.464 5.537 0.000
H -0.823 9.709 2.157 0.000
H 1.027 8.598 0.850 0.000
```

As for the spin multiplicity: 5. The largest force on an atom comes out at 4.21 eV Å⁻¹. As for the charge: +1. The total energy is -5928.82313 Eh. The value obtained for the energy above the lowest of the compared OMol25 structures with the same formula, charge and spin is 306.29 kJ/mol.

***

Which value of energy above the lowest of the compared OMol25 structures with the same formula, charge and spin does entry 2 give?
306.29 kJ/mol

***

The highest energy above the lowest of the compared OMol25 structures with the same formula, charge and spin belongs to which entry?
C54H57HoN7O3S5Si

***

Which formula does entry 1 have?
C54H55N11